Molecular formula: C45H73BrFN17Nb
Method: DFT, ωB97M-V with the def2-TZVPD basis set

```
! RIJCOSX wB97M-V def2-TZVPD def2/J DEFGRID3
* xyz -1 1
C 0.16693 1.19261 1.96828
C 0.46414 1.07453 0.60005
C 0.90886 0.81085 -0.98857
C 0.82970 -0.84173 -1.20512
C -0.13807 -1.24866 -2.49890
Nb -1.65761 -2.88259 -2.04355
C -3.19461 -4.42616 -1.32641
C -3.59944 -4.04683 0.24361
F -2.60917 -4.71065 1.14376
C -2.77682 -2.56954 -4.06086
C -4.40282 -2.47637 -3.87873
C -5.21635 -1.75292 -2.65474
N -5.18833 -3.03309 -4.89476
C -0.41001 -4.57891 -2.82659
C 0.80482 -4.27874 -3.85175
C 2.17268 -3.62526 -3.14295
Br 0.30262 -3.38196 -5.58208
H -0.01338 0.97725 3.12731
H 0.23420 1.40624 -1.74082
H 2.03607 1.17497 -1.12862
H 0.52702 -1.37912 -0.21031
H 1.92287 -1.18160 -1.47532
H 0.52519 -1.40437 -3.44480
H -0.77761 -0.26252 -2.71148
H -0.85295 -3.06656 -0.39409
H -2.73441 -1.60307 -1.36142
H -4.12804 -4.54799 -2.02904
H -2.68274 -5.50177 -1.25509
H -4.67459 -4.39698 0.54568
H -3.43153 -2.87570 0.34606
H -2.37138 -1.58081 -4.57538
H -2.55474 -3.54161 -4.68282
H -6.20700 -1.27220 -3.10283
H -5.56351 -2.61326 -1.91274
H -4.64401 -0.88222 -2.12246
H -6.19449 -2.87513 -4.59802
H -1.14142 -5.35667 -3.36236
H 0.04401 -5.19352 -1.90862
H 1.19094 -5.35650 -4.20311
H 1.87601 -3.50951 -1.99356
H 2.42425 -2.55255 -3.53682
H 3.08377 -4.36601 -3.15989
C -5.49709 -4.35959 -8.72523
C -5.52733 -3.79837 -7.36431
N -5.55116 -3.35492 -6.28898
H -6.41617 -4.13402 -9.27641
H -4.66262 -3.95819 -9.30999
H -5.38762 -5.44913 -8.71120
C -0.48585 0.47996 6.94952
C -0.88356 1.19776 5.72699
N -1.19778 1.76488 4.76097
H -1.20383 0.63556 7.76173
H -0.41777 -0.59997 6.78063
H 0.49179 0.81257 7.31402
C -8.42338 -1.06290 -9.66532
C -8.40137 -2.24909 -10.53737
N -8.38391 -3.18635 -11.22641
H -9.29632 -1.06307 -9.00399
H -7.53452 -1.01307 -9.02747
H -8.45750 -0.13477 -10.24557
C -3.33292 1.89849 -0.83442
C -3.83160 1.65376 -2.19803
N -4.22561 1.46032 -3.27547
H -3.88963 2.70031 -0.33787
H -3.42068 1.00635 -0.20530
H -2.27749 2.19061 -0.83598
C 2.26266 3.92398 7.45304
C 2.08266 2.57480 8.01457
N 1.94038 1.50878 8.45829
H 2.82932 3.90000 6.51618
H 1.30217 4.40410 7.23776
H 2.80488 4.57998 8.14219
C 1.61359 5.74805 3.74113
C 1.58334 6.30927 5.10205
N 1.55951 6.75272 6.17738
H 0.69451 5.97363 3.18995
H 2.44806 6.14946 3.15637
H 1.72306 4.65852 3.75516
C -3.36800 -0.76837 -9.95954
C -4.67531 -0.53268 -9.32441
N -5.70824 -0.34641 -8.82251
H -3.45570 -0.84859 -11.04824
H -2.66436 0.04449 -9.75088
H -2.90631 -1.69525 -9.60317
C -4.55512 -8.16839 -3.10057
C -3.15479 -7.77999 -2.86342
N -2.04832 -7.47315 -2.67605
H -5.15563 -7.32261 -3.45188
H -4.63384 -8.95693 -3.85649
H -5.03024 -8.54574 -2.18890
C 5.66708 6.09905 5.58387
C 5.16840 5.85432 4.22026
N 4.77439 5.66088 3.14282
H 5.11037 6.90087 6.08042
H 5.57932 5.20691 6.21299
H 6.72251 6.39117 5.58231
C 1.14488 -9.12714 -2.17807
C 2.54521 -8.73874 -1.94092
N 3.65168 -8.43190 -1.75355
H 0.54437 -8.28136 -2.52938
H 1.06616 -9.91568 -2.93399
H 0.66976 -9.50449 -1.26640
C 7.72886 3.90115 8.68656
C 6.43112 3.68250 8.02621
N 5.40570 3.50976 7.50448
H 8.53165 4.05940 7.95864
H 7.70732 4.77960 9.34023
H 8.01743 3.04475 9.30510
C 2.64488 3.20227 11.45919
C 4.04521 3.59067 11.69633
N 5.15168 3.89751 11.88370
H 2.04437 4.04805 11.10787
H 2.56616 2.41373 10.70326
H 2.16976 2.82492 12.37086
C 3.23400 -1.98985 -8.02048
C 2.83628 -1.27205 -9.24302
N 2.52206 -0.70493 -10.20903
H 2.51602 -1.83425 -7.20827
H 3.30207 -3.06978 -8.18938
H 4.21164 -1.65724 -7.65598
C -1.40354 8.89396 2.96467
C -1.38152 7.70777 2.09263
N -1.36406 6.77051 1.40359
H -2.27648 8.89378 3.62601
H -0.51468 8.94378 3.60253
H -1.43766 9.82209 2.38442
C 8.74452 -0.47997 10.29305
C 8.92504 0.95761 10.55533
N 9.06771 2.09348 10.76263
H 8.67273 -0.68967 9.22055
H 9.58052 -1.07047 10.68270
H 7.83155 -0.86481 10.75959
C 4.13200 8.50470 0.33907
C 2.82469 8.74040 0.97421
N 1.79176 8.92666 1.47610
H 4.04430 8.42448 -0.74962
H 4.83565 9.31757 0.54774
H 4.59369 7.57782 0.69545
*
```

Computed properties:
- HOMO-LUMO gap: 0.1191 Ha
- Energy relative to the best compared isomer or geometry (same formula, charge and spin): 91.4 kcal per mole
- F_max: 9.3 eV/A
- LUMO energy: 1.305 eV
- Molar mass: 1044.0 g/mol